# 1
{"formula": "C27H15Cl3IN5O3Sr", "method": "the ωB97M-V functional and the def2-TZVPD basis", "elements": ["Sr", "Cl", "C", "C", "C", "I", "C", "O", "C", "N", "C", "C", "C", "C", "H", "H", "H", "H", "Cl", "C", "Cl", "C", "O", "O", "H", "C", "C", "C", "C", "C", "C", "N", "C", "C", "C", "C", "C", "C", "H", "H", "H", "H", "H", "H", "H", "H", "H", "H", "N", "C", "C", "C", "N", "C", "N"], "positions_angstrom": [[-0.544, -0.257, -0.167], [-4.464, 6.309, -0.852], [-3.263, 5.030, -0.907], [-2.066, 5.255, -1.519], [-1.087, 4.253, -1.585], [0.720, 4.642, -2.547], [-1.262, 2.981, -1.027], [-0.407, 2.045, -1.053], [-2.558, 2.771, -0.375], [-2.746, 1.535, 0.154], [-3.889, 1.253, 0.725], [-4.940, 2.184, 0.826], [-4.769, 3.436, 0.310], [-3.550, 3.771, -0.320], [-1.871, 6.222, -1.964], [-3.994, 0.254, 1.131], [-5.867, 1.901, 1.307], [-5.555, 4.177, 0.373], [-3.080, -3.905, 2.637], [-3.583, -3.159, 1.116], [-5.299, -2.626, 1.232], [-2.735, -1.934, 0.710], [-2.805, -1.638, -0.500], [-2.059, -1.348, 1.584], [-3.546, -3.928, 0.352], [4.599, 0.533, -3.323], [5.029, -0.265, -2.267], [4.219, -0.495, -1.169], [2.930, 0.071, -1.074], [2.512, 0.874, -2.153], [3.329, 1.093, -3.250], [2.052, -0.195, -0.046], [2.516, -0.341, 1.231], [1.771, -1.113, 2.156], [2.125, -1.199, 3.491], [3.248, -0.541, 3.981], [4.004, 0.212, 3.086], [3.657, 0.315, 1.753], [5.236, 0.708, -4.182], [6.009, -0.729, -2.305], [4.565, -1.140, -0.370], [1.542, 1.354, -2.094], [2.968, 1.726, -4.053], [0.925, -1.696, 1.801], [1.518, -1.807, 4.153], [3.528, -0.615, 5.024], [4.882, 0.743, 3.442], [4.252, 0.930, 1.089], [-0.091, -2.831, -0.693], [-0.152, -3.986, -0.664], [-0.284, -5.380, -0.632], [0.840, -6.231, -0.627], [1.746, -6.949, -0.622], [-1.588, -5.922, -0.655], [-2.664, -6.349, -0.671]], "de_lowest_kcal_mol": 8.18, "charge": -2, "lumo_energy_ev": 3.637}

=====

# 2
{"formula": "C27H17Br2F10N5Os", "method": "the ωB97M-V functional and the def2-TZVPD basis", "elements": ["Os", "C", "N", "C", "C", "N", "C", "C", "F", "C", "F", "C", "F", "C", "F", "C", "F", "C", "C", "N", "C", "C", "F", "C", "F", "C", "F", "C", "F", "C", "F", "H", "H", "H", "H", "H", "H", "H", "H", "H", "H", "H", "Br", "C", "C", "C", "N", "C", "C", "C", "C", "C", "Br", "C", "C", "N", "H", "H", "H", "H", "H", "H"], "positions_angstrom": [[-0.125, 0.277, -0.209], [0.528, -1.345, 2.165], [-0.023, 0.010, 1.871], [-1.424, 0.081, 2.355], [-2.306, -0.743, 1.411], [-1.733, -0.736, 0.040], [-2.387, -1.590, -0.883], [-1.638, -2.520, -1.603], [-0.335, -2.693, -1.319], [-2.202, -3.360, -2.541], [-1.446, -4.223, -3.199], [-3.570, -3.305, -2.771], [-4.118, -4.086, -3.674], [-4.351, -2.424, -2.041], [-5.651, -2.357, -2.254], [-3.762, -1.588, -1.107], [-4.547, -0.711, -0.478], [0.898, 1.053, 2.393], [2.103, 1.101, 1.469], [1.633, 1.041, 0.055], [2.622, 1.340, -0.919], [3.923, 0.836, -0.898], [4.299, -0.035, 0.040], [4.845, 1.139, -1.885], [6.051, 0.609, -1.841], [4.488, 1.972, -2.934], [5.351, 2.252, -3.884], [3.210, 2.507, -2.972], [2.856, 3.328, -3.947], [2.310, 2.200, -1.972], [1.126, 2.826, -2.001], [0.590, -1.492, 3.245], [1.524, -1.447, 1.737], [-0.116, -2.108, 1.735], [-1.728, 1.125, 2.330], [-1.506, -0.265, 3.387], [-3.311, -0.326, 1.400], [-2.401, -1.781, 1.739], [1.185, 0.859, 3.429], [0.374, 2.005, 2.361], [2.788, 0.278, 1.659], [2.668, 2.020, 1.638], [-0.793, 0.386, -6.889], [-0.545, 0.337, -5.049], [0.414, -0.496, -4.487], [0.553, -0.517, -3.115], [-0.200, 0.241, -2.308], [-1.089, 1.091, -2.858], [-1.304, 1.154, -4.220], [-1.677, 2.029, -1.880], [-2.591, 3.003, -2.217], [-2.953, 3.961, -1.278], [-4.163, 5.291, -1.715], [-2.370, 3.917, -0.015], [-1.503, 2.893, 0.271], [-1.172, 1.940, -0.618], [1.044, -1.120, -5.105], [1.274, -1.165, -2.639], [-2.023, 1.837, -4.648], [-3.014, 3.038, -3.210], [-2.592, 4.662, 0.735], [-1.043, 2.831, 1.244]], "charge": 2, "lumo_energy_ev": -7.853}